(1)
Molecular formula: C16H30Cl10FN3O3
Method: DFT, ωB97M-V with the def2-TZVPD basis set

charge: 0
LUMO level: -0.04 eV
structure (SMILES): CC[C@H](F)N(OC#N)C(=O)OCN.ClCCCl.ClCCCl.ClCCCl.ClCCCl.ClCCCl
frontier orbital gap: 0.3585 Eh
maximum force: 6.5 eV/A

Geometry (Å):
C 2.106 -2.239 -1.681
C 3.327 -1.684 -0.741
C 3.960 -0.441 -1.585
F 4.170 -0.944 -2.925
N 5.169 0.149 -0.937
O 5.624 1.276 -1.576
C 6.649 0.953 -2.546
N 7.123 0.633 -3.621
C 6.235 -0.848 -0.680
O 6.993 -0.620 0.319
O 6.451 -2.048 -1.408
C 7.818 -2.155 -1.911
N 7.715 -2.488 -3.377
H 1.519 -1.324 -2.044
H 2.520 -2.820 -2.587
H 1.501 -2.951 -1.013
H 4.071 -2.572 -0.674
H 2.979 -1.377 0.302
H 3.164 0.412 -1.664
H 8.424 -2.962 -1.375
H 8.349 -1.142 -1.763
H 8.050 -3.446 -3.551
H 8.263 -1.802 -3.930
Cl -0.305 1.256 0.416
C 0.814 2.046 1.553
C 1.893 2.836 0.838
Cl 3.038 1.777 -0.024
H 1.241 1.276 2.198
H 0.214 2.716 2.173
H 2.475 3.409 1.563
H 1.468 3.534 0.115
Cl -2.359 4.109 0.924
C -3.622 3.698 -0.264
C -4.697 2.809 0.329
Cl -4.090 1.174 0.698
H -3.139 3.227 -1.122
H -4.062 4.640 -0.596
H -5.515 2.689 -0.385
H -5.107 3.232 1.246
Cl -6.431 5.819 -1.510
C -7.894 6.206 -0.570
C -7.665 6.085 0.924
Cl -7.423 4.394 1.432
H -8.697 5.548 -0.908
H -8.167 7.233 -0.820
H -8.538 6.456 1.463
H -6.796 6.662 1.245
Cl -4.925 0.088 5.543
C -5.298 -0.646 3.963
C -5.775 -2.079 4.095
Cl -4.476 -3.173 4.634
H -4.405 -0.576 3.338
H -6.080 -0.035 3.507
H -6.117 -2.446 3.125
H -6.603 -2.162 4.802
Cl -1.157 -5.326 -0.726
C 0.004 -6.676 -0.769
C 1.226 -6.407 0.087
Cl 2.246 -5.112 -0.588
H 0.276 -6.857 -1.810
H -0.522 -7.558 -0.396
H 1.846 -7.304 0.141
H 0.949 -6.124 1.104

***

(2)
Molecular formula: C26H46Cl2N3O
Method: DFT, ωB97M-V with the def2-TZVPD basis set

charge: +1
LUMO level: -3.62 eV
frontier orbital gap: 0.3033 Eh
maximum force: 7.3 eV/A

Geometry (Å):
C 6.534 -2.831 -4.386
C 5.564 -1.925 -4.338
C 4.755 -0.513 -4.220
C 3.778 -0.468 -2.946
C 2.199 -0.308 -3.087
N 1.765 -0.284 -1.659
C 0.285 -0.090 -1.506
C -0.488 -1.287 -0.742
C -1.784 -0.771 0.126
C -1.350 -0.529 1.668
N -2.158 0.509 2.387
C -1.766 1.914 1.973
C -1.744 0.433 3.843
C -0.193 0.450 4.333
O -2.621 0.371 4.788
C 2.837 -0.407 -0.663
C 2.654 -0.398 0.932
Cl 4.079 0.288 1.868
C 2.280 -1.844 1.582
C 2.576 -3.114 0.629
Cl 3.211 -2.176 3.170
N 4.032 -0.527 -1.506
C 5.444 -0.694 -1.042
C 6.224 0.675 -0.679
C 5.591 2.026 -1.296
C 5.955 3.286 -0.300
H 7.517 -3.450 -4.356
H 4.170 -0.323 -5.201
H 5.487 0.391 -4.104
H 1.572 -0.203 -4.040
H 0.002 0.932 -1.022
H -0.157 -0.045 -2.584
H 0.200 -1.988 -0.129
H -0.950 -1.966 -1.575
H -2.294 0.150 -0.340
H -2.591 -1.611 0.143
H -1.365 -1.509 2.292
H -0.252 -0.168 1.657
H -1.763 2.617 2.902
H -2.515 2.339 1.183
H -0.699 1.979 1.527
H -0.058 0.737 5.436
H 0.276 -0.595 4.110
H 0.365 1.218 3.649
H 1.751 0.310 1.152
H 1.145 -1.878 1.844
H 2.060 -3.031 -0.396
H 3.710 -3.352 0.561
H 2.102 -4.038 1.165
H 6.109 -1.309 -1.759
H 5.395 -1.318 -0.055
H 7.293 0.574 -1.142
H 6.414 0.788 0.467
H 4.447 2.037 -1.393
H 6.157 2.254 -2.280
H 5.167 3.263 0.560
H 7.020 3.227 0.127
H 5.741 4.277 -0.875
C -7.335 0.725 -2.083
C -7.592 1.161 -0.648
C -6.319 1.562 0.099
C -5.284 0.446 0.274
C -5.787 -0.806 0.996
C -6.225 -0.536 2.428
H -6.700 -0.163 -2.128
H -8.279 0.484 -2.578
H -6.850 1.525 -2.651
H -8.117 0.365 -0.110
H -8.271 2.020 -0.661
H -6.598 1.957 1.082
H -5.842 2.394 -0.433
H -4.427 0.853 0.826
H -4.895 0.152 -0.708
H -4.977 -1.545 1.013
H -6.609 -1.265 0.439
H -5.401 -0.119 3.015
H -6.542 -1.468 2.906
H -7.066 0.159 2.470

***

(3)
Molecular formula: C4H7NO2
Method: DFT, ωB97M-V with the def2-TZVPD basis set

charge: 0
ΔE to the lowest compared entry with this formula, charge and spin: 4.666 eV
LUMO level (alpha / beta): -0.54 / -0.54 eV
structure (SMILES): C/C(=C/CO)N=O
frontier orbital gap (alpha / beta): 0.3208 / 0.3208 Eh
maximum force: 4.6 eV/A

Geometry (Å):
C -1.549 -1.059 -0.555
C -0.581 0.038 -0.376
C 0.727 -0.076 -0.584
C 1.694 0.831 0.086
O 2.001 0.002 1.188
N -0.933 1.244 0.269
O -1.794 1.070 1.114
H -2.520 -0.652 -0.825
H -1.272 -1.788 -1.319
H -1.707 -1.639 0.356
H 1.128 -1.006 -0.981
H 2.608 0.961 -0.477
H 1.344 1.811 0.432
H 1.049 0.041 1.718

***

(4)
Molecular formula: C3H7N2O
Method: DFT, ωB97M-V with the def2-TZVPD basis set

charge: +1
ΔE to the lowest compared entry with this formula, charge and spin: 0.000 eV
LUMO level: -3.01 eV
frontier orbital gap: 0.4249 Eh
maximum force: 1.3 eV/A

Geometry (Å):
C 1.591 0.153 -0.778
C 1.197 -1.132 -0.582
N 0.340 -1.102 0.487
C 0.198 0.137 0.943
N 0.953 0.911 0.173
H 2.267 0.566 -1.501
H 1.455 -2.021 -1.128
H -0.112 -1.890 0.916
H -0.503 0.440 1.698
H 1.089 1.910 0.260
H -2.908 0.031 -0.588
H -3.096 1.370 0.097
O -2.470 0.626 0.002

***

(5)
Molecular formula: C5H8O
Method: DFT, ωB97M-V with the def2-TZVPD basis set

charge: 0
ΔE to the lowest compared entry with this formula, charge and spin: 5.036 eV
LUMO level: 0.60 eV
frontier orbital gap: 0.3289 Eh
maximum force: 0.7 eV/A

Geometry (Å):
O -1.523 -1.354 0.067
C -0.220 -0.831 0.133
C 1.141 -0.362 1.528
C 0.142 0.193 -0.981
C 0.231 1.365 0.009
C -0.025 0.412 1.186
H -1.448 -2.316 0.001
H 0.445 -1.681 0.361
H 0.898 -1.043 2.363
H -0.726 0.263 -1.635
H 1.049 0.075 -1.582
H 1.220 1.821 0.087
H -0.518 2.137 -0.184
H -0.843 0.624 1.886

***

(6)
Molecular formula: C26H70BO21
Method: DFT, ωB97M-V with the def2-TZVPD basis set

charge: -1
LUMO level: 2.02 eV
frontier orbital gap: 0.3617 Eh
maximum force: 1.5 eV/A

Geometry (Å):
O -5.752 -7.582 17.846
C -6.347 -8.582 18.141
O -6.397 -9.704 17.479
B -7.084 -10.756 18.259
O -7.481 -10.043 19.510
C -7.059 -8.808 19.492
O -7.098 -7.984 20.354
O -6.123 -11.844 18.527
C -6.726 -12.987 18.360
O -6.251 -14.067 18.600
C -8.032 -12.686 17.581
O -8.170 -11.372 17.511
O -8.802 -13.529 17.234
C -3.013 -10.999 17.813
O -2.229 -11.365 16.684
H -3.522 -11.868 18.238
H -2.476 -10.509 18.624
H -3.751 -10.272 17.449
H -2.720 -11.978 16.138
C -5.412 -5.016 15.390
O -4.531 -5.574 16.341
H -6.364 -5.552 15.384
H -5.647 -3.989 15.696
H -5.012 -5.021 14.374
H -4.966 -6.313 16.798
C -9.876 -9.410 15.403
C -9.060 -8.144 15.438
O -9.905 -7.059 15.845
H -10.752 -9.190 14.787
H -10.287 -9.682 16.375
H -9.293 -10.255 15.041
H -8.557 -7.890 14.500
H -8.277 -8.214 16.205
H -9.368 -6.392 16.292
C -9.921 -15.351 20.014
C -8.948 -14.565 20.909
O -9.412 -14.528 22.252
H -10.858 -14.815 19.885
H -10.203 -16.298 20.487
H -9.402 -15.553 19.076
H -9.013 -13.544 20.518
H -7.895 -14.840 20.820
H -9.373 -15.427 22.595
C -8.384 -7.509 23.342
C -8.806 -6.213 22.618
O -9.653 -5.445 23.470
H -9.206 -7.842 23.981
H -7.587 -7.276 24.053
H -8.099 -8.332 22.690
H -9.277 -6.352 21.647
H -7.882 -5.652 22.430
H -9.102 -5.004 24.121
C -1.791 -15.449 20.283
C -3.120 -15.280 19.550
O -3.897 -14.330 20.282
H -1.987 -16.107 21.132
H -1.429 -14.493 20.653
H -1.080 -15.949 19.627
H -3.610 -16.255 19.495
H -2.994 -14.891 18.535
H -4.755 -14.208 19.845
C -4.307 -6.073 20.482
C -2.842 -5.733 20.299
O -2.659 -4.331 20.104
H -4.850 -5.614 21.320
H -4.476 -7.126 20.726
H -4.949 -5.820 19.635
H -2.455 -6.360 19.495
H -2.355 -6.016 21.233
H -2.847 -4.181 19.169
C -4.092 -10.436 21.345
C -4.388 -9.433 22.439
O -3.333 -8.474 22.508
H -3.103 -10.873 21.511
H -4.100 -10.017 20.337
H -4.813 -11.255 21.332
H -4.430 -9.912 23.421
H -5.347 -8.979 22.164
H -3.645 -7.664 22.917
C -10.551 -9.028 20.423
C -11.466 -9.188 21.622
O -12.691 -8.473 21.427
H -9.639 -9.611 20.543
H -10.242 -7.988 20.286
H -11.081 -9.295 19.508
H -10.944 -8.826 22.516
H -11.738 -10.215 21.870
H -12.582 -7.588 21.784
C -8.433 -5.419 18.897
C -7.838 -4.416 17.927
O -8.402 -4.703 16.645
H -9.430 -5.141 19.243
H -7.732 -5.446 19.735
H -8.521 -6.420 18.479
H -6.748 -4.512 17.911
H -8.131 -3.415 18.262
H -8.381 -3.913 16.097
C -6.164 -16.918 21.170
C -5.727 -16.085 22.375
O -4.326 -16.119 22.558
H -5.598 -17.849 21.168
H -5.958 -16.407 20.227
H -7.241 -17.098 21.215
H -6.204 -16.533 23.250
H -6.097 -15.061 22.276
H -3.902 -15.436 22.013
C -9.029 -17.206 16.036
C -7.689 -16.552 16.279
O -6.689 -17.576 16.472
H -9.550 -17.618 16.897
H -8.968 -17.975 15.267
H -9.650 -16.390 15.650
H -7.717 -15.882 17.142
H -7.305 -15.964 15.437
H -5.840 -17.156 16.633
O -10.611 -13.016 14.945
H -9.878 -13.283 14.383
H -10.229 -12.973 15.836

***

(7)
Molecular formula: C14H16
Method: DFT, ωB97M-V with the def2-TZVPD basis set

charge: 0
ΔE to the lowest compared entry with this formula, charge and spin: 2.196 eV
LUMO level: 0.92 eV
structure (SMILES): Cc1ccccc1.Cc1ccccc1
frontier orbital gap: 0.3625 Eh
maximum force: 5.6 eV/A

Geometry (Å):
C -3.703 0.072 -0.487
C -2.751 -0.452 0.660
C -3.076 -1.695 1.156
C -2.099 -2.154 2.044
C -0.994 -1.373 2.371
C -0.755 -0.057 1.934
C -1.792 0.396 1.097
H -4.412 0.793 -0.151
H -3.942 -0.756 -1.177
H -3.000 0.708 -1.023
H -3.789 -2.451 0.803
H -2.238 -3.134 2.465
H -0.224 -1.705 3.093
H 0.191 0.509 1.762
H -1.647 1.448 0.682
C 1.393 2.428 -2.123
C 1.997 1.247 -1.396
C 1.914 1.159 -0.005
C 2.490 0.107 0.665
C 3.163 -0.945 0.026
C 3.135 -0.975 -1.328
C 2.629 0.160 -2.024
H 2.104 3.084 -2.607
H 0.784 3.094 -1.503
H 0.768 2.128 -3.007
H 1.305 1.745 0.704
H 2.595 0.065 1.739
H 3.525 -1.705 0.705
H 3.674 -1.683 -1.969
H 2.757 -0.056 -3.105

***

(8)
Molecular formula: C9H15I3InO2Pt
Method: DFT, ωB97M-V with the def2-TZVPD basis set

charge: +1
LUMO level: -8.16 eV
frontier orbital gap: 0.1329 Eh
maximum force: 2.3 eV/A

Geometry (Å):
C 0.227 -2.106 3.128
C -0.730 -2.378 1.952
C -0.104 -1.903 0.640
In -1.272 -0.275 -0.379
I -3.989 -0.633 -0.318
C -0.581 -0.448 -2.549
C 0.908 -0.469 -2.464
C 1.549 -0.323 -3.846
O 1.393 -1.140 -4.717
O 2.295 0.795 -4.022
C -0.727 1.807 0.239
I 0.086 2.966 -1.361
C -0.854 2.348 1.442
C -0.523 3.720 1.903
I -1.656 1.114 2.925
H 0.919 -2.934 3.183
H -0.292 -1.993 4.068
H 0.815 -1.222 2.912
H -0.836 -3.454 1.871
H -1.725 -1.991 2.129
H -0.080 -2.732 -0.057
H 0.922 -1.567 0.733
H -0.968 0.370 -3.143
H -0.916 -1.400 -2.935
H 1.202 -1.376 -1.951
H 1.248 0.386 -1.816
H 2.785 0.970 -3.213
H -0.099 4.346 1.132
H -1.367 4.216 2.361
H 0.219 3.630 2.693
Pt 2.150 1.678 -0.539

***

(9)
Molecular formula: C12H25Br2O7PS
Method: DFT, ωB97M-V with the def2-TZVPD basis set

charge: 0
LUMO level: -0.88 eV
frontier orbital gap: 0.3050 Eh
maximum force: 1.9 eV/A

Geometry (Å):
O 0.034 0.969 -0.071
S 0.593 -0.230 0.576
O -0.462 -0.740 1.708
Br -1.219 0.582 2.753
O 1.816 0.386 1.530
P 3.319 -0.345 1.543
O 3.530 -0.720 -0.047
Br 2.765 -2.402 2.222
H 3.879 0.025 -0.529
C -2.131 -3.553 0.317
C -1.846 -4.089 -1.082
C -0.347 -4.338 -1.014
O -0.058 -4.685 0.342
C -1.190 -4.395 1.165
H -3.173 -3.651 0.621
H -1.856 -2.496 0.380
H -2.378 -5.031 -1.240
H -2.119 -3.402 -1.881
H 0.219 -3.436 -1.277
H -0.018 -5.150 -1.664
H -1.664 -5.339 1.459
H -0.850 -3.882 2.066
C -0.630 0.310 -4.961
C 0.157 0.303 -3.654
C -0.729 -0.559 -2.767
O -1.374 -1.496 -3.635
C -1.179 -1.109 -4.996
H -0.026 0.549 -5.836
H -1.448 1.032 -4.902
H 1.128 -0.178 -3.803
H 0.327 1.294 -3.235
H -1.492 0.043 -2.265
H -0.165 -1.102 -2.007
H -0.466 -1.798 -5.462
H -2.130 -1.187 -5.525
C 0.767 5.258 2.634
C 1.628 5.221 3.893
C 0.839 4.265 4.776
O 0.194 3.344 3.894
C 0.288 3.816 2.545
H 1.306 5.576 1.743
H -0.081 5.932 2.779
H 2.610 4.800 3.663
H 1.775 6.196 4.355
H 0.075 4.797 5.353
H 1.469 3.707 5.470
H 1.003 3.190 2.003
H -0.685 3.717 2.064

***

(10)
Molecular formula: C19H40CaP2
Method: DFT, ωB97M-V with the def2-TZVPD basis set

charge: 0
ΔE to the lowest compared entry with this formula, charge and spin: 5.702 eV
LUMO level: -0.80 eV
frontier orbital gap: 0.1495 Eh
maximum force: 3.8 eV/A

Geometry (Å):
P 3.187 0.992 -4.383
P 0.156 -1.396 -5.089
C 2.786 -0.187 -5.718
C 1.322 -0.406 -6.149
H 3.328 -1.128 -5.542
H 3.290 0.288 -6.583
H 0.833 0.558 -6.366
H 1.369 -0.990 -7.082
C 0.896 -3.003 -5.626
H 0.332 -3.825 -5.173
H 1.943 -3.073 -5.302
H 0.831 -3.053 -6.718
C -1.272 -1.312 -6.217
H -1.096 -1.962 -7.083
H -1.418 -0.274 -6.543
H -2.156 -1.654 -5.668
C 5.000 0.950 -4.347
H 5.358 1.471 -3.445
H 5.411 1.449 -5.242
H 5.364 -0.093 -4.326
C 2.590 2.573 -5.000
H 1.571 2.463 -5.404
H 3.261 2.913 -5.805
H 2.591 3.312 -4.186
Ca -1.384 1.116 -1.516
C 0.885 -2.437 -2.760
C 2.098 -3.019 -2.775
C 3.231 -2.084 -2.840
C 3.474 -1.407 -1.446
C 3.500 0.017 -1.646
C 2.692 0.670 -2.656
C 1.122 0.260 -2.666
C 0.595 -1.082 -2.063
C 0.038 1.860 0.247
H 0.001 -3.019 -3.073
H 2.267 -4.098 -2.783
H 2.855 -1.272 -3.483
H 4.161 -2.421 -3.319
H 2.655 -1.679 -0.748
H 4.390 -1.828 -0.990
H 4.083 0.643 -0.965
H 2.714 1.716 -2.283
H 0.736 0.354 -3.713
H 0.688 1.169 -2.118
H 0.901 -1.126 -1.006
H -0.531 -1.035 -2.053
H -0.309 2.824 0.647
H 1.106 2.008 -0.002
H 0.043 1.194 1.126
C -1.287 -0.956 2.563
C -2.451 -0.530 1.651
C -3.084 0.795 2.107
C -2.149 -0.551 0.153
H -0.400 -0.318 2.454
H -0.975 -1.987 2.347
H -1.606 -0.929 3.614
H -3.220 -1.312 1.788
H -2.399 1.651 1.990
H -3.986 1.013 1.523
H -3.393 0.733 3.168
H -3.112 -0.568 -0.378
H -1.633 -1.494 -0.074